{
  "formula": "CH4ClPS",
  "method": "ωB97M-V with the def2-TZVPD basis set",
  "energy_ev": -33745.7729,
  "e_above_lowest_kj_mol": 260.6,
  "charge": 0,
  "e_homo_ev": [-8.773, -8.773],
  "mol_weight_g_mol": 114.54,
  "lumo_ev": [-0.985, -0.989],
  "symbols": ["C", "P", "S", "Cl", "H", "H", "H", "H"],
  "positions_angstrom": [[1.4995, -0.9143, -0.3007], [-0.7905, 1.1944, -0.2033], [-1.0850, -0.8254, -0.0165], [2.0764, 0.6197, 0.0589], [1.2952, -1.0402, -1.3709], [1.9222, -1.8132, 0.2334], [-1.9696, 1.4885, -1.0795], [-1.4043, 1.6764, 0.9563]],
  "lowdin_charge": [-0.6745, 0.2553, 0.1275, 0.5308, -0.0054, 0.0445, -0.1099, -0.1683]
}